134
Properties=species:S:1:pos:R:3 method="wB97M-V/def2-TZVPD" orbital_gap_ha=0.14199 total_charge=-2 lumo_ev=3.58 max_force_ha_per_bohr=0.0228 e_above_lowest_kj_mol=80.3
Sr -0.63141 -0.61929 -1.40630
C -0.26271 0.71150 6.43450
C -1.71210 0.68550 5.94953
C -2.45952 -0.39852 6.73973
C -2.33836 2.05270 6.26268
C -1.81253 0.40274 4.45157
C -0.70999 0.21858 3.63586
C -0.83807 -0.01140 2.27242
Se 0.78601 -0.16557 1.25078
C 1.17479 1.68369 0.90416
C 1.76416 2.42031 1.91583
C 2.02085 3.77644 1.77732
C 1.67592 4.35442 0.55546
C 1.09527 3.65909 -0.49619
C 0.82224 2.25717 -0.35238
O 0.25155 1.57133 -1.28134
C 0.73715 4.36236 -1.80687
C 1.49295 3.71960 -2.97702
C -0.77486 4.26746 -2.05843
C 1.10016 5.85184 -1.78731
C 2.63805 4.55548 2.93837
C 4.01679 3.97701 3.28450
C 1.72819 4.44925 4.17185
C 2.81540 6.03913 2.61198
C -2.10714 -0.09416 1.63170
O -2.23502 -0.30562 0.36512
C -3.25313 0.12211 2.47895
C -3.06467 0.34987 3.83097
C -4.65493 0.15022 1.86778
C -4.74684 1.29792 0.85159
C -5.74494 0.38249 2.92074
C -4.97813 -1.17630 1.16667
H -0.23758 0.91156 7.50937
H 0.31360 1.49213 5.93397
H 0.23692 -0.24326 6.25755
H -2.40439 -0.20140 7.81565
H -2.02510 -1.38121 6.54506
H -3.51288 -0.43797 6.45677
H -2.26964 2.27479 7.33294
H -3.39199 2.07879 5.97886
H -1.82495 2.84193 5.71018
H 0.29203 0.26085 4.04364
H 2.01204 1.90708 2.83958
H 1.86647 5.40919 0.41908
H 1.23125 2.67089 -3.08918
H 2.57259 3.78417 -2.81952
H 1.25604 4.24100 -3.91049
H -1.08769 3.22747 -2.09093
H -1.02556 4.74256 -3.01280
H -1.32836 4.77879 -1.26498
H 2.17317 6.01005 -1.65376
H 0.56985 6.39163 -0.99798
H 0.81655 6.29582 -2.74510
H 3.94529 2.92225 3.55348
H 4.46205 4.51428 4.12900
H 4.69061 4.05453 2.42900
H 1.59207 3.40940 4.47344
H 0.73998 4.85981 3.95415
H 2.15568 4.99623 5.01919
H 3.48154 6.18517 1.75892
H 3.25112 6.55624 3.47158
H 1.85978 6.51475 2.38096
H -3.93890 0.50933 4.45121
H -4.60264 2.25852 1.35298
H -5.73196 1.30390 0.37317
H -3.98235 1.18443 0.08718
H -5.61595 1.33577 3.43875
H -5.76997 -0.41485 3.66837
H -6.71764 0.40407 2.42241
H -4.29654 -1.33426 0.33576
H -6.00312 -1.15709 0.78166
H -4.89245 -2.01214 1.86698
O 4.61670 -6.47210 -0.46787
C 4.95569 -5.21988 -1.05646
C 3.79335 -4.27273 -0.99196
C 3.97844 -2.94346 -1.33654
C 2.88803 -2.09171 -1.32192
N 1.65313 -2.48704 -1.01130
C 1.47900 -3.75988 -0.64740
C 2.52195 -4.68389 -0.62279
C 0.09119 -4.14614 -0.27077
C -0.23347 -5.40716 0.22179
C -1.55178 -5.69786 0.54345
C -1.91754 -7.04020 1.11728
O -1.22978 -7.32169 2.33293
C -2.50758 -4.71109 0.35259
C -2.09868 -3.48294 -0.14276
N -0.83747 -3.20489 -0.44259
H 5.33769 -7.08428 -0.63803
H 5.23476 -5.35323 -2.10733
H 5.81043 -4.77011 -0.54069
H 4.94181 -2.54749 -1.63575
H 3.00299 -1.05781 -1.62364
H 2.36628 -5.71343 -0.33730
H 0.52555 -6.16318 0.37326
H -1.63685 -7.83731 0.42689
H -3.00137 -7.09016 1.26590
H -1.19546 -6.50665 2.84532
H -3.55117 -4.88009 0.58762
H -2.80626 -2.67582 -0.28979
C -4.13767 1.96307 -3.55592
C -4.45354 1.34778 -4.75877
C -3.82804 0.16519 -5.09906
C -2.88151 -0.41522 -4.23772
N -2.57694 0.20932 -3.08767
C -3.18688 1.34555 -2.76520
C -2.19108 -1.70584 -4.54527
C -2.59234 -2.43153 -5.67967
C -1.97091 -3.62270 -6.00919
C -0.94080 -4.09014 -5.20048
C -0.56795 -3.36505 -4.07816
C -1.16163 -2.15351 -3.68561
H -4.59303 2.89098 -3.23835
H -5.17993 1.78894 -5.43179
H -4.06355 -0.30643 -6.04045
H -2.88412 1.78559 -1.81991
H -3.39615 -2.09171 -6.32347
H -2.28331 -4.17771 -6.88712
H -0.43173 -5.01730 -5.45026
H 0.24576 -3.77393 -3.47583
Cl 8.62302 -1.29167 -4.60632
C 6.92483 -0.91311 -4.33951
C 6.55521 0.26017 -3.67908
C 5.23099 0.56256 -3.46727
C 4.15095 -0.29229 -3.90466
C 2.82360 -0.03610 -3.65618
C 4.59920 -1.48830 -4.58289
C 5.92826 -1.77896 -4.78798
H 7.32032 0.94386 -3.32683
H 4.98394 1.48088 -2.94360
H 2.51383 0.79963 -3.04010
H 2.08759 -0.78632 -3.92940
H 3.85104 -2.18262 -4.95294
H 6.19897 -2.69345 -5.30583

19
Properties=species:S:1:pos:R:3 method="wB97M-V/def2-TZVPD" orbital_gap_ha=0.22783 total_charge=-1 lumo_ev=3.89 smiles=CCC[C@@H](N)C[O-] max_force_ha_per_bohr=0.0461 e_above_lowest_kj_mol=83.4
C -0.27849 -1.79132 -0.35248
O 0.14761 -2.99397 0.10448
C 0.87347 -0.66152 -0.25301
C 0.42337 0.54293 0.61521
C -0.23486 1.71093 -0.14491
C -1.73901 1.56484 -0.32983
N 2.10911 -1.22751 0.33189
H -1.07610 -1.41533 0.34297
H -0.68698 -1.84991 -1.38579
H 1.24996 -0.33950 -1.22886
H 1.38626 0.77843 1.08899
H -0.21810 0.21876 1.44033
H 0.35351 1.93570 -1.03504
H -0.01515 2.57700 0.50037
H -2.39049 2.30470 0.15838
H -2.07837 0.68660 0.20006
H -1.90463 1.50086 -1.40321
H 2.02096 -1.34545 1.34104
H 2.05794 -2.19625 0.00941

12
Properties=species:S:1:pos:R:3 method="wB97M-V/def2-TZVPD" orbital_gap_ha=0.36481 lumo_ev=0.61 smiles="Cc1coc(=O)[nH]1" max_force_ha_per_bohr=0.0381 e_above_lowest_kj_mol=115.3
C -0.34786 -1.60105 -0.76377
C -0.09590 -0.29253 -0.08534
C -0.23401 0.01743 1.20168
O 0.03890 1.34322 1.44570
C 0.21609 1.93876 0.20105
O 0.27356 3.11395 0.01998
N 0.40614 0.89009 -0.74569
H -1.01013 -1.51548 -1.63423
H 0.59244 -2.04856 -1.09823
H -0.82373 -2.29179 -0.05689
H -0.46764 -0.59043 2.06098
H 1.43511 0.98447 -0.50148

49
Properties=species:S:1:pos:R:3 method="wB97M-V/def2-TZVPD" orbital_gap_ha=0.33671 lumo_ev=0.63 smiles="O=C(c1ccccc1)N1CCN(C[C@@H](O)COc2ccc(Br)cc2)CC1" max_force_ha_per_bohr=0.0142 e_above_lowest_kj_mol=270.9
O 2.65950 1.28308 2.32022
C 2.91359 1.11816 1.14151
N 2.21534 1.73179 0.15492
C 2.31554 1.40449 -1.24584
H 3.27610 0.93489 -1.45530
C 1.15528 0.45755 -1.63391
N -0.03093 0.66806 -0.81377
C -0.17796 -0.27207 0.28418
H -0.86036 0.15671 1.02121
C -0.79380 -1.59182 -0.21746
O -0.73164 -2.59202 0.76258
H -1.32898 -2.33813 1.47772
C -2.23819 -1.34744 -0.67610
H -2.23911 -0.54051 -1.41735
H -2.65074 -2.26393 -1.11574
O -2.98050 -0.98221 0.47343
C -4.29582 -0.67956 0.33849
C -4.99571 -0.68617 -0.86414
C -6.34111 -0.36043 -0.88496
C -6.98613 -0.02932 0.29114
C -6.30427 -0.01720 1.49785
C -4.96519 -0.34114 1.51761
H -4.41293 -0.33941 2.44393
H -6.81708 0.24220 2.41094
Br -8.83823 0.41631 0.25441
H -6.88232 -0.36675 -1.81855
H -4.50779 -0.94268 -1.79042
H -0.22193 -1.97341 -1.06929
H 0.76623 -0.50538 0.79393
C -0.13582 2.05806 -0.41755
C 1.03012 2.49920 0.49049
H 0.81375 2.30730 1.54392
H 1.23155 3.56965 0.36582
H -0.14872 2.65253 -1.33549
H -1.08763 2.21062 0.09427
H 0.88598 0.62518 -2.68299
H 1.47569 -0.57912 -1.52701
H 2.25358 2.33821 -1.81471
C 4.03925 0.23652 0.69150
C 3.88901 -1.14422 0.71881
C 4.94404 -1.96323 0.35574
C 6.15471 -1.40971 -0.02450
C 6.31197 -0.03358 -0.03926
C 5.25835 0.78952 0.31680
H 5.37793 1.86344 0.31119
H 7.25831 0.40015 -0.32710
H 6.97816 -2.05029 -0.30353
H 4.82020 -3.03582 0.37494
H 2.94871 -1.57808 1.02740